C13H52N26O13 | ωB97M-V/def2-TZVPD

Last column: Mulliken charge in e.
Positions of all 104 atoms, in Å:
C  -2.0450  -5.0615  1.0936  0.379
O  -1.5706  -6.0910  0.6481  -0.733
N  -1.7029  -3.8062  0.7114  0.006
N  -3.0565  -5.0643  1.9249  -0.273
H  -1.0041  -3.9127  -0.0100  0.081
H  -2.0354  -2.9335  1.0962  0.170
H  -3.3781  -5.9620  2.2578  0.243
H  -3.7640  -4.3534  1.8064  0.253
C  -3.6491  -0.1584  -3.2934  0.837
O  -4.4988  -0.5448  -2.5403  -0.898
N  -3.9516  0.3333  -4.4307  -0.429
N  -2.4072  -0.1615  -3.1551  0.261
H  -4.9225  0.5498  -4.6053  0.243
H  -3.3484  0.5661  -5.2067  0.160
H  -1.8244  0.1074  -3.9349  0.178
H  -2.0102  -0.4000  -2.2575  -0.373
C  0.1526  -3.8508  -2.9770  0.426
O  0.3330  -4.8771  -3.5728  -0.725
N  0.8577  -3.5628  -1.9867  -0.143
N  -0.6945  -2.9429  -3.3282  -0.098
H  1.5143  -4.2962  -1.7606  0.161
H  0.7900  -2.7333  -1.4145  0.008
H  -1.0371  -3.1705  -4.2506  0.196
H  -1.1365  -2.3879  -2.6093  -0.033
C  -3.2314  -1.7436  3.6532  0.490
O  -2.6981  -1.3525  2.5949  -0.843
N  -2.6637  -1.6790  4.8800  -0.426
N  -4.3488  -2.3161  3.7598  -0.226
H  -1.8097  -1.1496  4.9825  0.240
H  -3.2494  -1.9610  5.6529  0.126
H  -4.8809  -2.4370  4.6097  0.184
H  -4.8427  -2.6242  2.9345  0.192
C  -0.0185  -0.3485  0.0024  0.030
O  -0.8652  -0.7705  -0.8050  -0.264
N  -0.1773  -0.4292  1.2803  0.159
N  1.1033  0.2308  -0.3887  0.818
H  -0.9986  -0.8979  1.6351  0.066
H  0.3936  -0.0663  2.0303  -0.030
H  1.3378  0.1432  -1.3672  -0.101
H  1.7554  0.6137  0.2807  -0.098
C  2.2133  -0.0828  -4.1487  0.578
O  1.5890  0.0694  -3.1107  -0.236
N  3.2968  0.5078  -4.5338  -0.259
N  2.0758  -1.0329  -5.0020  -0.479
H  3.7583  0.0249  -5.2914  0.139
H  3.7248  1.1842  -3.9178  0.060
H  2.7578  -1.1981  -5.7284  0.179
H  1.4520  -1.7059  -4.5799  0.214
C  2.4032  3.1403  2.0920  0.626
O  1.9751  2.0089  1.8537  -0.749
N  1.6155  4.1071  2.2146  -0.511
N  3.6762  3.4752  2.2749  -0.531
H  0.6727  3.7760  2.3612  0.209
H  2.0118  4.9740  2.5488  0.185
H  3.7822  4.1527  3.0165  0.237
H  4.3445  2.7179  2.2751  0.313
C  -1.1641  1.5442  4.4215  0.882
O  -0.7138  0.5193  4.9039  -0.916
N  -1.6988  2.4432  5.1809  -0.463
N  -1.2864  1.9098  3.1313  -0.280
H  -2.3933  3.0759  4.8102  0.167
H  -1.3906  2.4616  6.1426  0.276
H  -1.0657  1.1762  2.4732  0.092
H  -1.4826  2.8781  2.9212  0.253
C  -5.0446  -2.6023  0.1359  0.657
O  -5.0622  -3.4005  1.0965  -0.938
N  -4.1701  -1.6543  0.0224  0.079
N  -5.7930  -2.6969  -0.9618  -0.456
H  -4.2829  -1.0648  -0.7900  0.453
H  -3.7075  -1.4485  0.8963  -0.171
H  -5.6191  -2.1137  -1.7679  0.292
H  -6.1961  -3.6197  -0.8847  0.251
C  -1.3161  2.9562  -3.7678  0.508
O  -0.8710  2.6361  -4.8393  -0.676
N  -0.9206  2.4284  -2.5837  -0.506
N  -2.1205  3.8916  -3.5806  -0.334
H  -0.1153  1.8616  -2.8081  0.195
H  -1.6446  1.9258  -2.0904  0.308
H  -2.5675  4.3175  -4.3799  0.270
H  -2.2529  4.1150  -2.6045  0.213
C  5.0235  -0.8496  -0.8802  0.535
O  5.7725  -1.3383  -0.0987  -0.706
N  5.5065  -0.0085  -1.7488  -0.337
N  3.7671  -1.1650  -0.9966  -0.091
H  6.5067  0.1180  -1.6871  0.201
H  4.9281  0.7019  -2.1741  0.168
H  3.4420  -1.7350  -0.2288  0.104
H  3.2043  -0.7318  -1.7148  -0.078
C  2.9116  1.8211  5.5481  0.671
O  2.5029  2.2658  6.5989  -0.725
N  4.0225  2.1427  5.0197  -0.330
N  2.1765  1.1149  4.7240  -0.213
H  4.6698  2.6325  5.6206  0.213
H  4.3064  1.9341  4.0731  0.161
H  1.2651  0.8176  5.0421  0.196
H  2.3900  0.8905  3.7627  0.042
C  3.7231  3.0488  -1.9923  0.714
O  4.0664  2.8255  -3.0900  -0.766
N  2.5376  2.7561  -1.5894  -0.085
N  4.4407  3.7413  -1.1459  -0.325
H  1.9559  2.1588  -2.1594  -0.098
H  2.5325  2.7299  -0.5797  0.088
H  4.1420  3.8444  -0.1866  0.087
H  5.3201  4.1272  -1.4586  0.226

Output
- M: 780.7 Da
- HOMO: -8.317 eV
- Energy above the lowest of the compared OMol25 structures with the same formula, charge and spin: 7.722 eV
- Kohn-Sham gap: 7.898 eV
- E_LUMO: -0.42 eV
- E_tot: -2928.68870 Ha